(1)
The following is a DFT calculation (ωB97M-V with the def2-TZVPD basis set) of the molecule C17H20N2O6S2.

Output
Highest occupied orbital energy ... -8.694 eV
SMILES ... C[C@H]1OC2=C(C(=O)[C@@]3(O)C[C@@]45SS[C@@](CO)(NC4=O)C(=O)N5[C@H]3C2)C1(C)C
Kohn-Sham gap ... 8.8 eV

The geometry in ORCA input format:
```
! wB97M-V def2-TZVPD RIJCOSX def2/J DEFGRID3
* xyz 0 1
N -1.1585 1.5635 -0.9364
H 1.8441 -4.1421 2.5568
O 1.0477 -0.1878 -2.8310
H 2.5999 -2.2963 3.1875
H -2.6555 3.5037 1.7356
H -1.2445 -0.3929 -3.4070
C 0.0548 0.8767 -0.6786
H -1.9796 -1.0533 -1.7489
H 3.0379 -3.8747 -0.4742
S -2.0514 2.4129 -3.4566
S -2.5639 4.0817 -2.3925
H 1.4085 -4.7788 0.9662
H 3.8573 -3.7162 1.1095
H 0.9617 1.5412 -0.7758
C 3.9477 -1.0358 2.0429
H 0.9356 -0.9849 -3.4026
C 2.5877 -1.6922 2.2480
C 1.2034 -1.6268 0.3404
C -3.5211 4.3187 0.2059
C 0.9340 -0.6470 1.1924
C -1.9951 1.0809 -2.0216
H 4.0442 -0.6372 1.0552
H 4.2696 -0.2833 2.8457
H -4.6287 2.2196 -0.2876
O 1.6938 -0.5841 2.2970
C 1.3495 -3.8769 1.5903
H -4.5465 4.5764 -0.1092
C 3.2473 -3.1741 0.2714
C -2.9201 3.3597 -0.7783
C -3.4783 1.1830 -1.4730
N -3.9561 2.3574 -1.0235
C 0.5899 -1.6401 -0.9997
C 2.0707 -2.5951 1.0785
C -1.3659 -0.2909 -2.2809
C -1.4641 2.8415 -0.4265
H 4.6679 -1.8072 2.1852
H -2.9905 5.2299 0.2541
H -0.9425 0.1939 0.9965
H 0.4895 -3.6394 1.8825
H 0.3477 1.3355 1.4738
O -3.5566 3.6900 1.5014
H 3.9141 -2.4683 -0.2347
C 0.0859 0.4844 0.8799
C 0.0624 -0.3298 -1.7308
O -4.1838 0.1652 -1.0914
O -0.8047 3.3537 0.4355
O 0.7547 -2.6143 -1.7714
*
```

(2)
The following is a DFT calculation (ωB97M-V with the def2-TZVPD basis set) of a cluster of 10 separate species, C49H71BClN9O10P3S in total.

Output
Highest occupied orbital energy ... -5.962 eV
Kohn-Sham gap ... 7.6 eV

The geometry in ORCA input format:
```
! wB97M-V def2-TZVPD RIJCOSX def2/J DEFGRID3
* xyz -1 1
O 5.1077 -3.4678 2.2407
H 3.8245 -0.2249 -1.1458
C -1.4835 -3.2410 6.5924
N -0.7679 -7.4550 5.1782
C -2.2004 3.8983 -6.0673
C 8.8241 -1.2915 -8.9592
N -3.7387 5.4935 -1.5189
H 6.7647 -3.9488 -5.8643
H -2.1321 4.8478 -4.1699
H 3.3844 -6.2403 2.4422
H -2.7827 8.2632 3.8882
N 5.9485 -3.3955 -2.7485
H 3.0351 2.4736 1.7415
H -5.4559 5.1648 2.4349
H -3.1400 4.3126 -6.4073
N -5.4899 6.4503 4.1418
P -2.3660 -1.0826 0.9322
C 6.6787 -3.9004 -4.7865
C 3.1630 -0.5190 -0.1969
C -4.6181 10.1551 -5.8715
O -2.7272 -4.5000 2.0236
H -0.4706 -6.5455 2.4485
H -2.8161 -1.5244 2.2273
C 7.0488 -4.1967 -2.5873
O 4.5081 -3.7613 -0.0922
H 5.7774 -1.5903 -7.8534
C 0.3798 -8.1014 5.5573
O -2.4588 -5.5605 -0.9296
H -6.2237 4.9763 -3.5773
H 10.0431 -1.2026 -7.1383
H 8.3874 -5.1429 -4.0441
H 0.5227 0.9139 2.2440
C 7.8216 -1.4108 -6.9489
H -2.8106 -3.9747 2.8953
P -1.5770 -4.1032 -1.3867
C -4.6746 7.4382 4.6295
H -7.6085 3.4665 0.1415
H -1.4355 2.5961 -7.6575
C -3.2697 9.7633 -6.0485
H -1.9358 -10.4320 5.8516
N -4.3126 8.1960 -4.8665
C 2.3557 0.8386 0.2412
C -5.7926 2.1701 0.3313
H 4.8793 -2.6119 -4.4246
H -0.8254 -6.4887 4.8841
H -6.5427 7.1184 -1.9399
O 0.5151 -1.6250 1.1979
C 0.7553 -3.4453 6.6748
H -2.5109 -3.2605 6.2524
C -5.6323 0.9553 0.9595
H -1.5998 -2.4368 8.6825
H 2.5721 3.1301 -0.2950
C -3.7821 6.6279 2.7301
C -0.3387 -3.6383 5.8611
C -0.6881 -1.8000 0.3696
H 0.9521 -0.8529 4.0499
C 4.0788 -3.5054 1.1489
H -6.2599 9.0730 -4.7932
H 2.2072 0.3865 4.9318
H -2.8267 -8.0013 5.0075
H -6.3510 6.1372 4.5709
H 0.4745 2.5225 4.4071
H -4.2995 7.2258 -0.4001
C -1.3190 3.0310 -6.6733
N -1.6958 4.2225 -4.8349
C -1.3448 -9.5399 5.6902
C 0.0510 -9.3995 5.8779
H 5.3969 -3.0008 -1.9978
H 5.0393 -6.9084 3.1951
H 0.7419 -10.1629 6.2117
C 1.5228 1.0714 2.8311
H 3.9234 -0.7643 0.6578
H 9.4943 -1.2203 -9.8054
C 2.7747 1.3103 1.7797
C -0.5456 -3.4363 0.1219
C 2.5398 -3.1699 1.6023
H 2.5205 -2.6935 2.6962
Cl -0.1999 -4.6533 -2.9648
H 7.0028 -1.4349 -10.0404
H 1.3674 3.3482 2.9137
C -3.1094 8.5485 -5.4203
H 3.7371 0.7810 2.1865
N 0.3100 -2.9512 7.8732
C -1.8255 -8.3228 5.2614
H -2.4987 10.3082 -6.5778
O 2.3155 -1.6419 -0.6250
C 2.8952 2.0781 -0.7437
H -5.0216 2.7150 -0.1980
H -7.0117 -0.2421 2.0412
C 1.8699 -0.1315 3.9127
P -1.0152 -4.5183 1.6669
C 1.4243 2.4791 3.7249
C -5.6959 6.4450 -1.9715
H 0.0496 3.6854 -3.7248
C -1.0535 -2.8184 7.8303
C -7.1411 2.5619 0.5083
C -4.3108 4.7615 -2.5265
H 7.3989 -4.4645 -1.5993
B 1.6566 -2.3183 0.5087
H -4.4887 7.3511 -4.3386
H 2.8397 -0.6958 3.5180
N 7.4711 -1.4092 -9.1439
O 0.9209 -3.4271 -0.1965
S -2.2753 0.8728 0.7577
H 0.6189 2.1915 -5.9290
H -3.4002 -1.5140 -0.0180
H -3.8037 3.9013 -2.9426
H -8.7828 1.4797 1.5866
C -0.5081 3.5655 -4.6440
H 7.6486 -1.4417 -5.8809
C -4.5738 6.5254 -1.1775
C 4.7424 -4.5626 3.1846
C 9.0698 -1.2860 -7.6043
H 0.8959 -2.7199 8.6649
H -4.7670 0.3139 1.0607
H 1.8095 -3.6184 6.5047
H 4.0855 2.0930 -0.7367
C 7.5245 -4.5229 -3.8376
C -5.2400 9.1671 -5.1413
C -4.9563 5.9539 2.9810
H 1.1992 0.7773 0.0679
O 4.5407 -4.3649 4.5134
H -0.3147 -4.0225 4.8495
C -3.6034 7.5670 3.7738
H 1.3299 -7.5840 5.5653
H 5.0799 -6.0967 1.4460
O -0.5580 -6.1973 1.4935
C -5.5298 5.3283 -2.8251
H -3.1253 6.4615 1.8861
H -4.9249 7.9623 5.5421
H 2.4469 2.5494 4.3046
C -7.7630 1.5739 1.2385
C 6.8520 -1.4878 -7.9236
H 1.9898 -4.2224 1.7252
H -2.8403 5.3028 -1.0943
C -0.2482 2.8200 -5.7722
C 4.5631 -6.0752 2.5132
H -3.4382 -5.2721 -0.9428
H -2.2441 7.9071 -5.3191
C 5.7120 -3.2138 -4.0863
O -0.2820 -4.0058 3.0051
H -5.0856 11.0598 -6.2383
H 2.4348 2.0270 -1.8194
H -0.4942 -1.2843 -0.6637
N -6.8356 0.6028 1.5133
*
```

(3)
The following is a DFT calculation (ωB97M-V with the def2-TZVPD basis set) of a cluster of 2 separate species, C4H9ClN2 in total.

Output
Highest occupied orbital energy (spin up / spin down) ... -6.449 / -9.566 eV
Expectation value of S² ... 2.0052
Kohn-Sham gap (spin up / spin down) ... 7.2 / 7.3 eV

The geometry in ORCA input format:
```
! wB97M-V def2-TZVPD RIJCOSX def2/J DEFGRID3
* xyz 0 3
C 0.8919 0.5774 -1.7140
H -0.4307 0.8134 0.6096
C -1.8121 -0.6267 -0.0319
N 1.4723 1.2201 -0.7404
H 0.9158 -0.7950 -3.1577
H 1.0628 2.0727 -0.5534
Cl 2.9603 -1.4108 -2.3768
H 2.4101 0.8355 -0.3371
H -1.7456 -0.7778 2.7302
H -1.6094 -0.3708 -1.0452
C -0.9435 -0.0505 2.4045
H -2.4353 -1.5684 0.2468
H -0.0196 -0.5909 2.6153
C -1.1807 0.0867 0.8983
H -0.8463 0.8915 2.9307
N 1.3099 -0.3063 -2.4789
*
```

(4)
The following is a DFT calculation (ωB97M-V with the def2-TZVPD basis set) of a cluster of 2 separate species, C5H14NS in total.

Output
Highest occupied orbital energy (spin up / spin down) ... -11.981 / -12.484 eV
Kohn-Sham gap (spin up / spin down) ... 8.1 / 8.7 eV

The geometry in ORCA input format:
```
! wB97M-V def2-TZVPD RIJCOSX def2/J DEFGRID3
* xyz 1 1
H 0.6403 -2.0527 1.7112
S -2.4299 -1.6119 -0.1525
N -1.1527 0.9199 -0.9478
H 0.2206 -2.3820 0.0650
H -3.3785 -0.8838 0.5575
H -0.4091 -3.3793 1.4186
H -0.5942 1.2564 -1.7702
H 1.3060 -0.5685 -0.3724
H 1.7640 0.5374 0.9326
H 2.7347 1.4863 -1.1029
H 1.6684 2.5361 -0.4055
C -1.2452 -1.4268 1.1094
H -1.7848 -0.0573 -1.0049
H 1.2308 1.7313 -1.8843
H -0.4931 1.5566 0.9696
C 1.7030 1.6145 -0.9296
C -0.2446 0.8454 0.2105
H -1.7817 1.6216 -0.6079
C 1.1827 0.4852 -0.0721
C -0.1279 -2.4077 1.0845
H -1.6382 -0.8679 1.8727
*
```

Number 1: energy -2017.0435 hartree. Number 2: energy -5062.1315 hartree. Number 3: energy -727.2783 hartree. Number 4: energy -651.4679 hartree.